[1]
This record from the Open Molecules 2025 dataset describes a structure of composition C17H25P2Rh. The level of theory is wB97M-V/def2-TZVPD.

XYZ file:
```
45
Properties=species:S:1:pos:R:3:lowdin_spin:R:1
P -2.2309 -0.1780 0.6043 0.2063
C 2.9943 0.0824 0.8668 0.0421
H -3.6903 -1.9458 1.5133 0.0015
H 0.8465 3.3520 3.9594 -0.0004
H 0.3229 1.0031 -4.0936 0.0105
H 3.8156 0.5341 -1.7588 0.0004
C -1.1112 2.5827 3.3882 0.0511
H 2.0527 1.9759 2.3058 0.0018
H 3.2401 -0.1768 1.9020 0.0108
H -2.0376 -1.5464 -1.2708 0.0075
H -0.2341 -3.0339 -2.6549 0.0101
H -4.2044 -0.3298 2.1321 0.0096
H 1.3935 -2.1621 2.1588 0.0111
H 4.1472 -1.8995 -1.5496 0.0000
C 3.8991 -0.1271 -2.6184 0.0021
C 0.2756 2.6619 3.3209 0.0024
H -3.7071 0.5187 -1.1903 0.0021
H 3.5586 -2.0877 -3.1629 0.0000
H -2.1028 0.9952 -2.6996 0.0140
H -2.9092 1.7132 2.6011 -0.0005
H -2.7660 -1.1862 2.8228 0.0007
C -0.3247 -1.9436 -2.7010 0.3220
H 3.0874 1.1606 0.7092 0.0004
C -0.1010 0.2016 -3.4918 0.2880
H 3.2264 0.3897 -3.3156 0.0004
H -4.2065 1.2916 0.3397 0.0052
C -1.2978 -1.1426 -2.0094 0.1342
H -1.6535 3.2181 4.0966 0.0023
H 1.1092 -2.6858 0.4571 0.0032
C 4.1452 -1.4290 -2.5270 0.0024
P 1.2876 -0.3476 0.8271 0.2478
C -3.3353 -0.9768 1.8999 0.0682
C -1.1571 0.8824 1.6780 0.0555
H 1.2441 -1.4121 -4.1778 0.0041
C -1.8231 1.7240 2.5573 0.0012
C 0.4179 -1.1162 -3.5393 0.2371
H 3.6213 -0.4537 0.1432 0.0030
C 0.2681 0.8872 1.6862 0.0621
H -2.7742 1.8729 -0.5635 0.0027
C 0.8260 -1.9897 1.2512 0.0413
C -3.3431 0.9859 -0.2678 0.0332
Rh -0.2172 0.1114 -0.8033 1.7836
H -0.2477 -2.0579 1.4208 0.0013
C -1.2749 0.2288 -2.6628 0.2732
C 0.9703 1.8547 2.4164 0.0443
```

net charge	+2
<S²>	6.029
multiplicity	5
energy relative to the best compared isomer or geometry (same formula, charge and spin)	32.7	kcal/mol
HOMO energy (spin up / spin down)	-14.3983 / -15.4916	eV

[2]
This record from the Open Molecules 2025 dataset describes an isolated molecule of C5H5Cl2N. The level of theory is wB97M-V/def2-TZVPD.

XYZ file:
```
13
Properties=species:S:1:pos:R:3:mulliken_charge:R:1
C 1.4524 1.5891 0.4485 0.1429
H -1.2881 0.6974 1.8775 0.2527
Cl 2.3175 -0.9518 -0.8677 -0.1258
N 2.5370 1.9910 0.5111 -0.4285
H -1.2367 2.3156 1.0615 0.3505
Cl 0.1355 -3.2203 -0.2266 -0.1545
C 0.2613 0.8892 0.3893 0.5266
C -1.0716 1.2099 0.8684 -1.1225
H -0.3234 -1.7857 -2.0889 0.3215
H -1.2881 -1.2795 -0.5731 0.1311
C -0.3184 -1.6771 -0.9896 -0.1929
H -1.8470 0.8021 0.1755 0.3160
C 0.6695 -0.5798 -0.5859 -0.0170
```

multiplicity	1
energy relative to the best compared isomer or geometry (same formula, charge and spin)	91.2	kcal/mol
HOMO energy (spin up / spin down)	-8.9985 / -8.7576	eV
SMILES	C/C(C#N)=C(/Cl)CCl

[3]
This record from the Open Molecules 2025 dataset describes a structure of composition C41H109N7O12. The level of theory is wB97M-V/def2-TZVPD.

XYZ file:
```
169
Properties=species:S:1:pos:R:3:mulliken_charge:R:1
H -0.7279 5.2288 -5.2215 0.3407
H -3.0249 4.3318 -12.1079 0.1450
C -3.7521 3.5322 -9.7354 -0.2949
H -3.1564 1.1865 -5.3225 0.4489
H -0.8360 4.2705 -11.1234 -0.7959
H -6.2590 3.7019 -10.6331 0.3511
H -2.2619 7.0779 -7.7068 -0.7804
H -3.6344 -4.9507 -4.8608 0.3536
H -0.6043 7.2000 -6.6843 -0.9979
H -1.5857 5.8824 -13.4916 0.4119
N 2.0629 -4.6636 -9.6280 -0.7340
H 3.5795 4.9710 -8.8250 -0.0710
H -0.3390 -4.1155 -8.4269 0.1922
H 4.7256 4.6825 -4.1469 0.5622
H 2.6608 6.0629 -2.8142 0.1121
O -2.2060 -5.8058 -3.6553 -0.3394
H 1.2299 4.7686 -10.4691 0.2761
H -0.6632 -3.8825 -10.1484 0.4252
C 1.4058 -0.7521 -7.0421 -0.5208
C -2.9492 4.7214 -6.3858 -0.0967
H 0.7506 -1.3405 -6.3889 -0.6371
H -1.3410 5.1742 -3.3898 -0.0068
N -1.1429 4.3086 -12.0836 1.0192
C -2.2859 6.1567 -1.7293 0.1017
C 3.0920 2.2334 -9.4166 0.4991
C 0.3049 3.7104 -6.3536 1.3271
H 0.8029 4.7305 -4.4831 0.0413
N -3.5762 6.8168 -5.3302 -0.6066
H 3.0474 4.0143 -4.0917 0.2261
H 0.1907 0.7405 -9.4430 -0.1873
C -1.0280 1.8612 -12.3032 -0.8493
H 6.1716 3.9857 -6.1008 0.4212
C 3.7234 4.6891 -9.8715 -1.2095
H -3.5916 2.6190 -10.3059 0.5807
N 1.8980 8.0601 -6.6842 -0.6501
H -0.7440 7.6564 -12.2059 0.4244
C -1.6941 -3.9019 -4.9379 -0.4570
C -1.8388 7.5693 -2.0901 -0.3970
H 2.4063 7.5500 -1.8531 0.1796
H 3.9811 -0.2979 -9.6728 0.2245
N -3.6548 5.9769 -2.2161 -0.5445
C 5.3228 3.5592 -6.6432 -1.3473
O -0.5404 1.9002 -10.9793 0.0349
C -3.7805 6.0001 -6.5474 0.2435
C -0.9023 5.6117 -12.6827 -0.7308
H -1.9128 2.0689 -6.2881 0.3337
H 5.5611 0.2159 -9.3741 0.4399
H 2.8375 8.1777 -6.3094 0.3946
H -2.5769 7.0183 -5.2919 -0.6106
H -0.6095 3.7500 -4.3775 0.5483
O -0.6339 7.9449 -1.4950 -0.3834
O 4.8308 2.2174 -4.7087 -0.6662
O 4.4176 1.7982 -9.5882 -0.5493
H 1.0364 0.2733 -7.0407 0.1237
H -2.4073 -0.5547 -7.0969 0.4111
H -4.8364 5.7401 -6.6292 0.6271
H 0.0554 9.4928 -2.6325 0.1632
H -0.9692 1.9555 -6.2637 -0.4477
O -1.4215 0.1823 -5.3790 -0.2455
H 2.8472 3.2524 -11.2681 0.2720
C 4.5282 0.4634 -9.1071 -0.5986
C 2.0281 -2.5177 -8.4345 -0.9402
H 1.0568 9.3816 -5.2945 0.7330
H 0.8209 3.1852 -10.2789 -0.8794
H -4.2323 6.6715 -1.7545 0.2218
H 0.0751 -0.0657 -10.9660 0.6707
N -2.0919 -2.5560 -5.3328 -0.3527
H -3.9140 5.5862 -10.3705 -0.5241
C 2.8089 3.5132 -10.2028 0.3972
O -4.0075 4.2856 -12.0109 -0.7275
C -2.0885 1.4186 -5.4272 -1.3241
H -0.5489 8.9778 -6.8737 0.5032
C -3.0817 -6.8958 -3.4467 -0.7099
H -4.4082 3.3982 -8.8710 -0.6191
C -4.3371 4.6124 -10.6569 1.4092
C -4.3766 3.4144 -7.8269 -0.8655
C 3.8648 4.3549 -4.7277 -1.2716
H 4.9071 4.3264 -7.2937 0.1439
H 0.3081 8.4164 -10.1217 0.5660
H 2.3640 1.4929 -9.7786 0.2974
H -3.3058 -4.0397 -3.4472 0.3396
H -4.9003 4.1785 -8.4091 0.1886
C -5.8319 4.7052 -10.5544 -1.6217
H -1.5785 4.1068 -2.0047 0.5450
H -4.9323 3.1126 -6.9313 0.4861
C -2.8068 -4.6483 -4.2127 -0.4992
C -0.0457 4.3837 -5.0730 -1.0235
C 4.2759 3.1722 -5.6060 2.1314
H 1.8726 7.0805 -6.9646 0.0379
H -0.6153 1.0518 -12.9148 0.3558
H 0.4684 9.5258 -0.8835 0.2465
H -0.5701 7.4085 -9.0875 -0.1442
C 0.3212 7.3913 -9.7229 -0.2814
H -1.4344 0.2609 -10.0730 0.3718
C -0.4488 8.1494 -6.1711 -0.3590
H -2.7666 3.7869 -9.3359 -0.6583
O -3.0788 3.7849 -7.4398 1.0617
H 3.3731 2.7882 -6.0975 -1.0933
H 0.7931 4.2778 -8.2400 -0.6596
H -1.0429 -2.5407 -7.1944 -0.0077
C -1.4357 -0.5465 -6.5858 0.7826
H 0.5540 7.5663 -3.5433 -0.9868
H -0.5274 -2.5064 -9.1272 0.1824
H -1.0474 3.3448 -13.9073 0.6003
H -4.3517 2.5465 -8.4876 0.4759
H -1.2217 8.2684 -5.4060 0.7024
C 1.2730 7.4937 -4.3687 2.4847
C 2.9118 7.1299 -2.7277 -0.5063
H 1.3090 6.4418 -4.6850 -0.8714
N 1.4211 3.9301 -9.9240 0.8066
H 3.5012 5.1895 -5.3306 0.1425
H 1.2095 7.3048 -9.1087 0.0714
H 3.0865 -2.4118 -8.6956 0.1559
H -6.2802 5.3354 -11.3250 0.4382
C 1.3855 -3.3569 -9.5520 0.5762
C -0.0963 -3.4996 -9.2953 -1.0992
H -0.2654 5.2718 -2.0319 0.2862
H -1.5603 -4.5080 -5.8394 0.1223
H 5.3901 1.5886 -5.1718 0.3938
H 5.7146 2.7185 -7.2173 0.4456
C -0.4445 0.6511 -10.3201 -1.2792
H -2.6106 8.3126 -1.8481 0.5519
H 4.3354 0.4007 -8.0358 0.1519
H 0.0908 5.5872 -13.1615 0.4304
C -0.8395 6.7213 -11.6341 -0.7116
H -1.7258 7.5462 -3.1861 0.0233
H -4.0290 -6.4889 -3.0767 0.3315
C -3.3206 6.8077 -7.7448 0.6618
H -2.1130 -2.0088 -4.4793 0.3460
H -3.2751 4.2517 -5.4443 0.2976
H -2.1120 1.7012 -12.2676 0.3647
H -3.8719 7.7444 -7.8421 0.6485
H -3.7174 6.2165 -4.5140 0.3438
H -1.8832 4.9518 -6.3776 -1.0682
H -3.9690 5.0660 -1.8977 0.2503
O 1.3830 -1.2620 -8.3605 0.5008
H 3.4501 5.6232 -10.3760 0.3887
H -2.2948 6.0684 -0.6348 0.4110
H 2.4078 -0.7668 -6.6025 0.4649
H 1.5716 -2.8599 -10.5089 0.1335
H 4.7792 4.5649 -10.1058 0.3931
H 1.5124 -5.3118 -10.1744 0.2708
C -1.1237 -1.9949 -6.2505 -0.8883
H 3.9940 7.1222 -2.5985 0.3010
H -0.7105 -0.0823 -7.2637 -0.8058
H -1.7897 6.8496 -11.1029 0.2425
C -0.7849 2.8071 -6.9287 0.6922
H -1.7301 3.3500 -7.0066 0.0219
H -3.4814 6.2367 -8.6611 -0.9657
C -1.3124 5.1253 -2.2950 -0.8028
O 2.5500 7.8438 -3.8792 -0.5339
H -2.6547 -7.5098 -2.6517 0.2373
H 0.4554 3.1727 -12.9274 0.2118
C 0.9481 8.3391 -5.6033 -0.2260
C -0.6427 3.2196 -12.9039 -0.7101
C -0.3051 9.2979 -1.6135 -0.6539
O 0.2843 6.5015 -10.8189 -0.3594
H -0.7360 -3.9110 -4.4067 0.3361
H 2.0991 -4.9995 -8.6684 0.2975
H -0.5107 2.3920 -7.8984 -0.2045
H -0.1266 -2.1008 -5.7888 0.9441
H 2.7783 2.4008 -8.3733 -0.3807
H 1.9288 -3.0338 -7.4733 0.5635
H -1.1603 9.9732 -1.4791 0.3794
H -1.8482 2.0553 -4.5716 0.2019
H -3.1650 -7.5195 -4.3415 0.2606
O 0.6835 4.6763 -7.3305 0.7069
H 1.2245 3.1273 -6.1810 -0.9880
H -6.1673 5.1698 -9.6254 0.3690
```

multiplicity	1
energy relative to the best compared isomer or geometry (same formula, charge and spin)	340.6	kcal/mol
HOMO energy	-7.2383	eV

[4]
This record from the Open Molecules 2025 dataset describes a cluster of 3 separate species, C17H34BIO8 in total. The level of theory is wB97M-V/def2-TZVPD.

XYZ file:
```
61
Properties=species:S:1:pos:R:3:mulliken_charge:R:1
H -3.9014 2.9893 -3.6951 0.4117
H 0.7668 -0.1178 -5.4213 -0.1200
H 1.7036 1.3563 -2.9980 0.2981
H -1.1933 1.5989 7.0103 0.2180
H 0.4326 1.8829 -4.0634 0.3747
H -1.0899 0.3781 -2.3499 -0.4030
H 2.6524 -4.3696 3.2728 0.3151
O 3.7005 -2.5990 3.5764 -0.3141
H -0.6870 1.4911 5.3151 0.2924
H -7.4893 -0.2289 -3.3742 0.2800
H 4.4365 1.3544 5.8129 0.3180
H 0.2289 0.8276 -1.2803 0.3526
H -0.3387 -3.2443 -3.0510 0.5900
H -3.5955 1.3278 -1.2734 0.2967
C -3.7420 1.4058 -2.3431 -0.1776
O 2.9575 -2.4594 1.4440 -0.5440
C -0.2737 1.0741 -2.2032 0.4580
H -7.3198 0.4964 -1.8099 0.3213
C -0.9043 2.4545 -2.0048 -1.0669
H 5.1263 -1.6435 0.1400 0.2960
C -6.9426 -0.2957 -2.4413 -1.0886
B 0.8048 -0.2295 -4.2350 0.2681
C 4.9804 -0.8446 0.8649 -0.6295
I 1.2411 -3.0608 -5.3198 -0.0443
C 4.0088 0.3532 5.8091 -0.4931
H -3.6315 3.5692 -2.0753 0.2668
H -1.1422 -1.7074 -3.0341 0.3014
H -3.1009 0.7122 -2.8634 0.2018
C 3.7427 -2.1761 2.3116 0.8360
H 1.1649 -2.3266 -1.1243 0.3029
O -5.1236 1.2211 -2.6638 -0.3582
C 2.6021 -3.4638 3.8741 -0.6782
H 4.6860 -0.3208 6.3256 0.2202
H 3.8736 0.0013 4.7883 0.1604
O 1.9336 1.8054 5.0224 -0.5459
H -0.1270 2.8446 6.3378 0.2911
O 4.8067 -1.3807 2.1779 -0.3094
C 0.7157 1.0982 -3.3750 -0.7776
O 0.7269 0.9958 6.7570 -0.3224
H 1.9173 -1.7726 -3.0828 0.4955
H -0.1036 3.1820 -1.9805 0.3581
H 2.6875 -3.7278 4.9244 0.2204
H 1.6551 -2.9524 3.7109 0.3113
C -1.8568 2.8623 -3.1489 -0.6692
C 0.9914 -1.6874 -3.6233 -0.7797
H -1.6158 3.8797 -3.4337 0.3374
H 5.8711 -0.2234 0.8950 0.2156
H -7.0702 -1.2715 -2.0097 0.3413
H -1.6938 2.2744 -4.0441 0.4305
O 2.7685 0.3295 6.5204 -0.3222
C -0.3783 1.7857 6.3167 -0.6324
O -4.8085 -0.9298 -3.1619 -0.5322
C 1.8225 1.1130 6.0020 0.8069
H -0.3997 -3.0054 -0.8016 0.3836
C 0.1058 -2.1791 -1.2891 -1.0687
C -0.2123 -2.2066 -2.7912 -0.4959
H 4.1261 -0.2305 0.5849 0.2821
C -5.5025 -0.0569 -2.7840 0.7478
C -3.3324 2.8109 -2.7890 -0.8802
H -0.2088 -1.2761 -0.7853 0.1921
H -1.4523 2.5124 -1.0701 0.4592
```

multiplicity	1
HOMO energy	-8.8701	eV
SMILES	CC[C@@H](I)BCCCCCCOC(C)=O.COC(=O)OC.COC(=O)OC

[5]
This record from the Open Molecules 2025 dataset describes a cluster of 2 separate species, C5H9IN2P in total. The level of theory is wB97M-V/def2-TZVPD.

XYZ file:
```
18
Properties=species:S:1:pos:R:3:mulliken_charge:R:1
H -0.7945 -2.4468 1.2986 0.2170
N 0.4223 0.8840 -0.6044 0.1200
N 0.2554 -0.5382 0.9476 0.0969
C 1.0626 0.4635 1.4474 -0.3734
H -0.1201 1.0146 -2.4946 0.2950
H -0.6452 2.2576 -1.5056 0.4034
H 1.1282 2.2658 -2.0708 0.2961
H -1.5515 -1.0733 -2.5335 0.1109
H 0.0687 -1.5678 2.7654 0.2897
C 0.2131 1.6884 -1.7982 -0.8817
C 1.2160 1.3756 0.3895 -0.4268
I -3.6844 -0.8297 -0.3454 0.1621
C 0.1141 -1.7897 1.7563 -0.8126
H 1.6922 2.2837 0.3302 0.4721
H 1.5200 0.3400 2.4951 0.3287
C -0.1634 -0.2475 -0.2342 0.0901
H 0.9741 -2.2950 1.5551 0.4597
P -1.7077 -1.7851 -1.3986 0.1530
```

net charge	+1
multiplicity	1
energy relative to the best compared isomer or geometry (same formula, charge and spin)	31.3	kcal/mol
HOMO energy	-13.2888	eV

[6]
This record from the Open Molecules 2025 dataset describes an isolated molecule of C9H10ClNO2. The level of theory is wB97M-V/def2-TZVPD.

XYZ file:
```
23
Properties=species:S:1:pos:R:3:mulliken_charge:R:1
H 2.1535 -1.9692 -0.9900 0.4072
Cl -3.3418 -0.4702 -0.8585 -0.2084
O -0.2240 1.8067 1.8969 -0.6807
C -1.1214 -0.8071 1.4210 -0.7981
H 1.1055 2.9788 -1.4960 0.3484
O -0.3878 2.3665 -0.2189 -0.3716
H 1.4026 0.3070 0.8650 0.5281
C 1.3859 -0.0556 -0.1528 -0.0534
N -0.7143 1.5034 0.8064 0.7912
H 0.9734 0.2811 -2.0140 0.3304
H -1.6411 1.0821 -1.5140 0.3041
H 1.7024 2.5111 0.2097 0.3103
H -1.0855 -0.8058 -1.4372 0.2011
C -1.0786 0.2901 0.4647 0.0610
C 0.5301 -2.2874 0.2783 -0.5434
C 1.3674 -1.4981 -0.4005 -0.7476
H -0.2173 -2.6843 2.0533 0.3788
C -0.4271 -1.9233 1.3104 -0.1503
C -1.6158 0.0818 -0.8729 -0.2456
C 0.9263 2.2594 -0.6727 -0.4039
C 1.2438 0.8498 -1.1118 -0.2486
H 0.7364 -3.3866 0.1822 0.3397
H -1.6727 -0.4301 2.2513 0.4511
```

multiplicity	1
energy relative to the best compared isomer or geometry (same formula, charge and spin)	175.2	kcal/mol
HOMO energy (spin up / spin down)	-8.8108 / -8.8125	eV
SMILES	[O-]\[N+]1=C(CCl)/C=C\C=C/C=C/CO1

[7]
This record from the Open Molecules 2025 dataset describes the ion C5H6ClN2OS with charge +1. The level of theory is wB97M-V/def2-TZVPD.

XYZ file:
```
16
Properties=species:S:1:pos:R:3:mulliken_charge:R:1
S 2.3850 -2.3446 0.4398 0.0358
N 1.3098 -1.0662 0.1790 -0.0050
N 0.8172 1.1516 -0.7104 -0.1476
H -0.9039 0.9687 -1.6772 0.2976
H -0.2789 -1.8498 1.4679 0.3090
C -0.6714 0.9019 -0.5792 -0.4664
H 1.1978 1.9329 -1.2138 0.2329
C 3.2621 0.3319 -0.4984 0.7522
C -0.0309 -1.0826 0.7188 0.0440
C -0.9476 -0.2181 0.3097 -0.5667
H -1.8461 -0.3407 0.7870 0.4059
H 1.3564 -3.1529 1.2123 0.1735
H -1.2607 1.6884 -0.2170 0.3503
C 1.8036 0.2816 -0.5030 0.1278
Cl 3.8429 1.9597 -0.8924 -0.1341
O 3.9926 -0.5482 -0.1527 -0.4094
```

net charge	+1
multiplicity	1
HOMO energy (spin up / spin down)	-12.4960 / -12.7307	eV
SMILES	O=C(Cl)C1=[NH+]CC=CN1S

[8]
This record from the Open Molecules 2025 dataset describes a structure of composition C7H9NO2. The level of theory is wB97M-V/def2-TZVPD.

XYZ file:
```
19
Properties=species:S:1:pos:R:3:mulliken_charge:R:1
H -3.2571 -0.0329 -1.0945 0.3391
N 2.2108 -1.0394 0.7387 -0.1626
H -3.0105 0.0868 0.7115 0.2368
C 2.1816 0.3132 0.5162 -0.5182
H 3.2040 -1.3570 0.3262 0.3245
C 0.2681 2.0557 0.3724 -0.3420
H 1.2563 2.7831 0.2238 0.2759
C 1.0401 -1.6869 0.3926 -0.7416
C -1.2440 -0.9339 -0.3099 0.4909
O -1.3907 -2.1397 -0.6318 -0.6094
C 0.7989 0.7135 0.1109 0.2354
O -0.8984 2.2460 -0.8473 -0.6329
H -1.8314 1.2978 -0.4766 0.0316
H 0.8483 -2.7398 0.1941 0.4387
H 3.0680 0.9979 0.8517 0.2802
C 0.1354 -0.5992 0.1133 0.4475
H -1.9670 2.8969 -0.7768 0.4182
C -2.3957 0.1420 -0.3527 -0.7331
H -0.1802 2.4655 1.6471 0.2208
```

multiplicity	1
energy relative to the best compared isomer or geometry (same formula, charge and spin)	181.3	kcal/mol
HOMO energy	-8.5516	eV

What are the largest force on an atom values for these records? In order: 3.0, 7.1, 14.3, 2.5, 5.5, 3.9, 8.5, 5.8 eV Å⁻¹.